ORCA calculation (ωB97M-V/def2-TZVPD) on a cluster of 2 separate species, C8H18N2O2S in total.

```
31
Properties=species:S:1:pos:R:3
C 0.148 2.930 -0.509
C 0.467 1.799 -1.428
C 0.337 1.979 0.625
C 0.533 0.919 -0.198
C -0.009 -1.888 -1.705
C 2.500 -0.281 1.992
C 1.256 -1.162 -1.064
C 1.160 -0.798 1.397
N -3.712 -1.347 -0.123
N 1.013 -0.335 0.080
O -3.007 -0.350 1.995
O -2.309 0.641 -0.217
S -2.406 -0.699 0.757
H 0.803 3.888 -0.555
H -0.792 3.340 -0.604
H -0.424 1.705 -1.939
H 1.327 1.640 -2.069
H -0.101 1.948 1.578
H -1.473 1.077 0.102
H -0.427 -1.300 -2.483
H 0.456 -2.836 -2.048
H -0.624 -1.993 -0.802
H 3.111 -0.087 1.211
H 2.298 0.584 2.672
H 2.952 -1.087 2.727
H 1.868 -1.953 -0.702
H 1.589 -0.466 -1.896
H 1.189 -1.859 1.329
H 0.375 -0.500 2.056
H -4.557 -1.209 0.352
H -3.539 -2.298 -0.532
```

Computed properties:
HOMO level   -7.679 eV
Maximum force   0.1087 Eh/bohr
ΔE to the lowest compared entry with this formula, charge and spin   212.3 kJ/mol
LUMO energy   0.649 eV
HOMO-LUMO gap   0.3061 hartree